Entry 1:
Formula: C12H12N2O
Source: the OMol25 dataset
Level of theory: the ωB97M-V functional and the def2-TZVPD basis

Each line ends with the natural charge from an NBO analysis.
Atoms and positions in Å:
O1 -2.038 -1.160 -3.304  -0.6007
N1 -0.254 -0.767 -1.994  -0.6124
N2 1.855 1.839 -2.184  -0.2940
C1 2.728 -0.569 1.875  -0.1907
C2 1.008 -0.640 0.171  -0.0055
C3 -1.086 2.243 -0.151  -0.6342
C4 -1.180 0.684 -0.268  -0.1631
C5 1.185 1.115 -1.588  0.2680
C6 0.634 -1.946 0.498  -0.2290
C7 1.374 -2.504 1.478  -0.1861
C8 -2.218 0.236 -1.289  -0.5147
C9 2.045 0.021 0.842  -0.2201
C10 2.365 -1.842 2.244  -0.2114
C11 0.276 0.148 -0.934  0.0065
C12 -1.527 -0.651 -2.338  0.6829
H1 -1.206 0.150 0.705  0.2328
H2 1.308 -3.506 1.666  0.2013
H3 2.412 0.905 0.518  0.2174
H4 -2.676 1.121 -1.890  0.2335
H5 -3.006 -0.190 -0.842  0.2361
H6 -2.134 2.687 -0.115  0.2190
H7 2.753 -2.596 2.952  0.2259
H8 -0.085 -2.460 -0.136  0.2331
H9 -0.626 2.529 0.818  0.2269
H10 -0.667 2.708 -1.096  0.2328
H11 3.550 -0.084 2.345  0.2188
H12 0.375 -1.321 -2.650  0.4268

LUMO level = 0.0245 hartree
structure (SMILES) = C[C@H]1CC(=O)N[C@]1(C#N)c1ccccc1
ΔE to the lowest compared entry with this formula, charge and spin = 78.23 kJ/mol
total energy = -17665.293 eV
gap between HOMO and LUMO = 10.2 eV



Entry 2:
Formula: C12H12N2O5S3V
Source: the OMol25 dataset
Level of theory: the ωB97M-V functional and the def2-TZVPD basis

Each line ends with the natural charge from an NBO analysis.
Atoms and positions in Å:
V1 0.004 0.469 -0.523  0.8650
S1 -0.076 0.869 -2.860  2.5028
S2 1.716 0.258 1.173  -0.2824
S3 -1.641 0.202 1.230  -0.2772
O1 1.114 1.496 -2.191  -1.0135
O2 -0.003 -0.582 -2.414  -1.0405
O3 -1.239 1.409 -2.066  -1.0128
O4 0.026 -3.433 -0.509  -0.5456
O5 -0.163 1.042 -4.288  -1.0018
N1 2.018 6.196 2.630  -0.3790
N2 -2.092 6.132 2.688  -0.3780
C1 1.420 5.244 2.381  0.3160
C2 0.695 4.046 2.091  -0.1908
C3 -1.474 5.197 2.420  0.3153
C4 -0.694 1.632 1.575  -0.2088
C5 -2.347 -3.348 -0.401  -0.6177
C6 1.197 -3.414 -1.303  -0.0689
C7 1.379 2.885 1.791  -0.1283
C8 0.732 1.657 1.552  -0.2221
C9 2.396 -3.335 -0.388  -0.6183
C10 -0.718 4.024 2.110  -0.1803
C11 -1.142 -3.429 -1.309  -0.0699
C12 -1.373 2.841 1.830  -0.1411
H1 -3.267 -3.409 -0.987  0.1916
H2 -2.342 -4.166 0.323  0.1892
H3 -1.161 -4.363 -1.898  0.1269
H4 3.320 -3.379 -0.969  0.1914
H5 -2.454 2.815 1.817  0.2281
H6 2.395 -4.163 0.324  0.1891
H7 1.226 -4.343 -1.901  0.1272
H8 -2.349 -2.403 0.142  0.2365
H9 1.161 -2.562 -1.989  0.2161
H10 2.460 2.895 1.749  0.2272
H11 -1.110 -2.581 -2.000  0.2178
H12 2.386 -2.398 0.170  0.2368

⟨S²⟩ = 0.75
LUMO level (alpha / beta) = 0.1844 / 0.1845 hartree
ΔE to the lowest compared entry with this formula, charge and spin = 105.96 kJ/mol
charge = -2
spin multiplicity = 2
total energy = -84052.348 eV
gap between HOMO and LUMO (alpha / beta) = 6.0 / 5.5 eV



Entry 3:
Formula: C12H12OS
Source: the OMol25 dataset
Level of theory: the ωB97M-V functional and the def2-TZVPD basis

Each line ends with the natural charge from an NBO analysis.
Atoms and positions in Å:
S1 1.812 0.323 0.804  1.2414
O1 2.745 0.523 -0.291  -1.0118
C1 0.725 1.818 0.569  -0.2147
C2 2.075 -2.117 -0.136  -0.6758
C3 -0.292 -1.572 -0.386  -0.2381
C4 -1.515 -0.677 -0.604  -0.1183
C5 0.807 1.439 -1.954  -0.2206
C6 0.909 -1.212 0.002  -0.1216
C7 -0.180 0.572 -2.310  -0.2177
C8 -1.312 0.378 -1.415  -0.1235
C9 -1.440 0.590 1.600  -0.1818
C10 -0.413 1.692 1.587  -0.5055
C11 0.473 2.200 -0.744  -0.0997
C12 -2.060 -0.277 0.737  -0.1987
H1 -0.111 -0.121 -3.019  0.2128
H2 0.207 1.419 2.529  0.2198
H3 -0.237 2.960 -0.861  0.2075
H4 1.830 -3.081 -0.847  0.2051
H5 -0.762 2.619 1.865  0.2419
H6 1.853 1.377 -2.211  0.2651
H7 2.344 -2.664 0.721  0.2258
H8 -0.612 -2.618 -0.510  0.2173
H9 -1.919 0.452 2.705  0.2153
H10 2.801 -1.591 -0.655  0.2575
H11 -2.008 1.216 -1.297  0.2078
H12 -2.878 -0.949 1.088  0.2105

LUMO level = -0.0013 hartree
ΔE to the lowest compared entry with this formula, charge and spin = 531.37 kJ/mol
total energy = -25512.913 eV
gap between HOMO and LUMO = 8.8 eV



Entry 4:
Formula: C12H13AuF7N6O4S2
Source: the OMol25 dataset
Level of theory: the ωB97M-V functional and the def2-TZVPD basis

Each line ends with the natural charge from an NBO analysis.
Atoms and positions in Å:
Au1 1.321 -0.347 -0.539  1.3551
S1 -0.789 -2.501 1.226  2.2720
S2 -1.366 0.160 1.948  2.2401
F1 1.191 -1.916 2.848  -0.3225
F2 -0.129 -3.480 3.557  -0.2841
F3 1.286 -3.890 1.966  -0.3016
F4 -0.676 -0.253 4.424  -0.2998
F5 2.447 1.074 -1.454  -0.7199
F6 -2.784 0.156 4.141  -0.2879
F7 -1.338 1.761 3.973  -0.2969
O1 0.036 -2.032 0.098  -1.0322
O2 -1.550 -3.670 0.967  -0.8648
O3 -0.009 0.538 1.623  -0.9829
O4 -2.414 0.907 1.300  -0.9474
N1 -0.317 0.630 -1.688  -0.4419
N2 -1.659 -1.386 1.869  -1.2267
N3 5.817 -3.916 2.448  -0.1116
N4 5.655 0.360 3.778  -0.1132
N5 2.980 -1.089 0.596  -0.3545
N6 -2.036 1.940 -2.966  -0.3320
C1 4.843 -1.555 2.288  -0.1642
C2 0.067 0.677 -3.118  -0.2685
C3 -1.633 -0.033 -1.568  -0.2628
C4 -1.084 1.299 -3.934  -0.2463
C5 -0.379 2.022 -1.164  -0.2910
C6 5.291 -0.508 3.111  0.2154
C7 0.467 -2.984 2.491  0.7278
C8 -1.284 2.878 -2.066  -0.2433
C9 3.817 -1.297 1.349  0.4188
C10 -2.721 0.889 -2.138  -0.2483
C11 5.377 -2.851 2.380  0.2139
C12 -1.561 0.472 3.753  0.7457
H1 -1.854 -0.234 -0.527  0.2633
H2 0.263 -0.336 -3.464  0.2406
H3 -2.016 3.441 -1.490  0.2461
H4 0.637 2.411 -1.150  0.2774
H5 -2.737 2.466 -3.486  0.4486
H6 -1.582 -0.983 -2.097  0.2343
H7 0.991 1.247 -3.190  0.2727
H8 -3.422 0.358 -2.779  0.2423
H9 -1.649 0.558 -4.497  0.2341
H10 -0.727 3.561 -2.705  0.2338
H11 -0.733 2.070 -4.617  0.2435
H12 -0.765 1.986 -0.151  0.2675
H13 -3.267 1.402 -1.348  0.2514

⟨S²⟩ = 2.04
LUMO level (alpha / beta) = -0.1179 / -0.2438 hartree
ΔE to the lowest compared entry with this formula, charge and spin = 0.00 kJ/mol
charge = +1
spin multiplicity = 3
total energy = -74158.603 eV
gap between HOMO and LUMO (alpha / beta) = 9.2 / 6.9 eV



Entry 5:
Formula: C12H13Cl20FINO2S
Source: the OMol25 dataset
Level of theory: the ωB97M-V functional and the def2-TZVPD basis

Each line ends with the natural charge from an NBO analysis.
Atoms and positions in Å:
I1 -1.991 3.775 0.390  0.3635
Cl1 -1.994 -2.668 -4.996  0.0542
Cl2 4.656 -3.448 -3.989  0.0520
Cl3 2.375 4.207 0.932  0.0471
Cl4 1.187 3.162 -2.830  0.0508
Cl5 2.234 -5.754 -1.247  0.0578
Cl6 -1.997 -2.023 -2.159  0.0524
Cl7 -0.375 -0.463 -4.003  0.0670
Cl8 0.610 3.321 -5.678  0.0478
Cl9 -0.181 -4.367 -2.088  0.0589
Cl10 1.220 -3.521 0.318  0.0444
Cl11 -0.789 5.060 -3.811  0.0447
Cl12 -0.221 -6.048 0.286  0.0622
Cl13 -1.364 2.208 -3.854  0.0525
Cl14 3.011 -1.130 -4.610  0.0498
Cl15 3.154 1.709 -0.339  0.0534
Cl16 2.366 -2.799 -2.316  0.0464
Cl17 -3.274 -0.229 -4.060  0.0545
Cl18 1.957 -3.812 -5.013  0.0479
Cl19 4.938 2.987 1.570  0.0629
Cl20 4.508 4.185 -1.047  0.0546
S1 2.723 0.422 2.925  -0.1185
F1 -1.500 -1.534 3.933  -0.3903
O1 -2.868 1.071 3.394  -0.5638
O2 -3.290 0.773 1.038  -0.5649
N1 -1.373 2.313 1.745  -0.6468
C1 -1.910 -1.346 -3.804  -0.2069
C2 -1.671 -2.170 2.594  0.0287
C3 0.844 0.721 3.102  -0.5144
C4 0.763 -4.923 -0.683  -0.2125
C5 -0.710 3.004 2.914  -0.2601
C6 -3.037 -1.723 1.801  -0.5077
C7 -2.658 -0.540 0.682  -0.0877
C8 3.744 3.272 0.279  -0.2077
C9 0.683 2.317 3.436  -0.4485
C10 -0.089 3.438 -4.043  -0.2106
C11 -2.511 1.407 2.153  0.8804
C12 2.998 -2.797 -3.982  -0.2071
H1 -1.432 3.202 3.837  0.2387
H2 0.384 0.372 2.084  0.2266
H3 -3.091 -0.899 -0.345  0.2181
H4 2.923 -0.634 1.982  0.1396
H5 1.658 2.922 3.107  0.2373
H6 -1.480 -0.368 0.602  0.1856
H7 0.671 2.406 4.626  0.2272
H8 0.525 0.030 4.019  0.2578
H9 -0.414 4.094 2.527  0.2163
H10 -0.708 -1.981 1.916  0.1750
H11 -3.616 -2.620 1.309  0.2299
H12 -1.783 -3.339 2.813  0.1851
H13 -3.800 -1.242 2.581  0.2766

LUMO level = -0.0347 hartree
structure (SMILES) = O=C(OCCCF)N(I)CCCS.ClC(Cl)(Cl)Cl.ClC(Cl)(Cl)Cl.ClC(Cl)(Cl)Cl.ClC(Cl)(Cl)Cl.ClC(Cl)(Cl)Cl
total energy = -290333.884 eV
gap between HOMO and LUMO = 7.9 eV



Entry 6:
Formula: C12H13Cl2NO3RuV
Source: the OMol25 dataset
Level of theory: the ωB97M-V functional and the def2-TZVPD basis

Each line ends with the natural charge from an NBO analysis.
Atoms and positions in Å:
Ru1 2.375 -0.204 -0.632  0.6122
V1 -0.814 1.075 -1.361  0.8187
Cl1 4.001 0.251 0.922  0.1350
Cl2 -1.667 2.952 -0.457  0.3865
O1 1.178 3.004 -2.738  -0.2008
O2 3.747 2.144 -1.932  -0.2306
O3 3.293 -2.562 -2.231  -0.1863
N1 -0.399 0.294 2.022  -0.3291
C1 0.369 -0.652 -1.211  -0.3172
C2 -1.497 -0.589 -2.746  -0.2353
C3 0.092 -0.903 1.221  -0.2321
C4 3.152 1.224 -1.532  0.4638
C5 2.955 -1.610 -1.644  0.5551
C6 -0.100 -0.551 -2.541  -0.2623
C7 0.523 2.206 -2.190  0.4676
C8 -1.842 0.204 2.389  -0.4277
C9 -0.505 -0.934 -0.155  -0.1433
C10 0.389 0.515 3.269  -0.4241
C11 -2.308 -1.142 -1.737  -0.1315
C12 -1.819 -1.382 -0.472  -0.0489
H1 -0.005 1.407 3.759  0.2762
H2 0.280 -0.364 3.910  0.2742
H3 1.434 0.681 3.011  0.2358
H4 1.204 -0.816 1.173  0.2014
H5 -1.921 -0.319 -3.718  0.3279
H6 -2.463 0.271 1.504  0.2096
H7 -3.328 -1.464 -1.995  0.3331
H8 -2.070 1.019 3.074  0.2856
H9 0.613 -0.410 -3.346  0.3045
H10 -2.403 -1.926 0.273  0.2988
H11 -2.003 -0.752 2.875  0.2683
H12 -0.150 -1.781 1.839  0.3133
H13 -0.310 1.114 1.400  0.4016

⟨S²⟩ = 15.80
LUMO level (alpha / beta) = -0.5983 / -0.7393 hartree
ΔE to the lowest compared entry with this formula, charge and spin = 125.03 kJ/mol
charge = +4
spin multiplicity = 8
total energy = -73547.492 eV
gap between HOMO and LUMO (alpha / beta) = 6.8 / 5.1 eV



Entry 7:
Formula: C12H13ClMnN2O2S
Source: the OMol25 dataset
Level of theory: the ωB97M-V functional and the def2-TZVPD basis

Each line ends with the natural charge from an NBO analysis.
Atoms and positions in Å:
Mn1 -0.824 -0.228 -0.658  0.1414
Cl1 -0.962 -4.501 -2.620  0.0134
S1 1.089 0.941 -0.298  0.0882
O1 -1.041 -1.031 2.275  -0.3469
O2 1.206 -2.460 -1.312  -0.3708
N1 2.078 -0.737 1.563  -0.4804
N2 2.756 1.286 1.868  -0.2805
C1 -1.070 1.103 -2.208  -0.1931
C2 -0.994 -0.792 1.135  0.6657
C3 -2.694 -0.489 -1.659  0.0500
C4 -1.761 1.551 -0.994  -0.1867
C5 -1.607 -0.191 -2.553  -0.2473
C6 2.889 -0.778 2.676  -0.0379
C7 3.297 0.529 2.884  -0.0270
C8 2.942 2.697 1.711  -0.4266
C9 -3.710 -1.581 -1.848  -0.6615
C10 -2.726 0.536 -0.648  -0.2527
C11 2.009 0.507 1.055  0.2127
C12 0.324 -1.724 -1.049  0.6486
H1 -3.554 0.667 0.038  0.2942
H2 3.083 -1.726 3.229  0.2823
H3 1.679 -1.544 1.120  0.4339
H4 3.932 0.951 3.673  0.2793
H5 -1.438 -0.722 -3.481  0.2922
H6 3.584 3.040 2.530  0.2521
H7 -4.588 -1.327 -2.476  0.2915
H8 1.989 3.238 1.751  0.2393
H9 -3.209 -2.452 -2.285  0.2526
H10 -1.648 2.512 -0.522  0.2898
H11 -4.105 -1.870 -0.871  0.2456
H12 -0.346 1.659 -2.781  0.2924
H13 3.421 2.934 0.754  0.2462

⟨S²⟩ = 3.84
LUMO level (alpha / beta) = -0.2962 / -0.3453 hartree
ΔE to the lowest compared entry with this formula, charge and spin = 0.00 kJ/mol
charge = +2
spin multiplicity = 4
total energy = -74389.401 eV
gap between HOMO and LUMO (alpha / beta) = 7.6 / 6.4 eV



What is the formula in the fifth record? C12H13Cl20FINO2S



Which formula does entry 2 have? C12H12N2O5S3V



Which of these has the highest total energy? C12H12N2O